The following is a DFT calculation (ωB97M-V/def2-TZVPD) of an isolated molecule of C9H9N3 in a non-equilibrium geometry.

## Properties
- HOMO-LUMO gap: 8.09 eV
- HOMO level: -7.320 eV

Cartesian coordinates (Å):
C1 -0.086 0.071 0.938
C2 0.699 -1.101 0.518
C3 -3.546 0.391 -0.402
C4 -3.413 0.086 0.939
C5 1.747 1.685 0.085
C6 0.472 1.445 0.404
C7 2.570 0.440 -0.113
C8 -2.397 -0.414 -0.013
C9 1.752 -0.781 -0.285
N1 -0.818 1.529 -0.581
N2 -1.083 0.214 -0.136
N3 -0.392 0.383 -1.252
H1 -0.464 0.295 1.960
H2 0.049 -1.951 0.390
H3 -4.008 0.852 -1.173
H4 -3.746 0.171 1.932
H5 2.237 2.517 -0.250
H6 3.026 0.707 -1.018
H7 3.233 0.208 0.802
H8 -2.293 -1.525 -0.158
H9 2.346 -1.554 -0.791